[1]
Computed, not measured: a structure of composition C26H59GeIrO4PSSi3, with wB97M-V/def2-TZVPD.

Each line ends with the Mulliken charge.
Atoms and positions in Å:
Ir 0.84 -1.63 0.02  1.34
C 1.48 -3.83 0.22  0.60
C 1.44 -3.10 1.47  0.89
C 2.38 -2.03 1.42  0.21
C 2.93 -2.03 0.08  0.45
C 2.39 -3.17 -0.64  0.67
C 2.80 -3.56 -2.02  -1.54
C 4.03 -1.16 -0.40  -1.19
C 2.87 -1.27 2.61  -0.49
C 0.78 -3.59 2.71  -1.68
C 0.76 -5.11 0.00  -1.67
H 2.48 -2.81 -2.75  0.20
H 2.39 -4.52 -2.30  0.37
H 3.89 -3.63 -2.07  0.40
H 4.98 -1.64 -0.12  0.38
H 4.01 -0.18 0.06  0.04
H 4.03 -1.05 -1.49  0.38
H 3.63 -1.85 3.14  0.36
H 2.07 -1.06 3.31  0.04
H 3.34 -0.33 2.31  0.11
H 1.47 -4.29 3.20  0.38
H -0.14 -4.14 2.50  0.41
H 0.58 -2.78 3.41  0.27
H 0.78 -5.44 -1.03  0.42
H -0.28 -5.06 0.34  0.42
H 1.25 -5.87 0.61  0.37
O -1.27 1.23 -0.49  -0.12
S -2.55 1.76 -1.20  0.34
C -3.08 3.34 -0.47  -0.05
C -3.29 4.28 -1.66  -1.06
C -2.10 4.05 -2.59  -0.56
C -1.99 2.54 -2.74  -0.17
H -2.25 3.67 0.16  -0.27
H -3.96 3.17 0.13  0.65
H -3.37 5.31 -1.31  0.45
H -4.23 4.04 -2.17  0.38
H -1.20 4.47 -2.15  0.14
H -2.25 4.52 -3.56  0.47
H -0.99 2.15 -2.95  -0.12
H -2.67 2.17 -3.50  0.43
C -1.40 3.48 2.86  -1.11
Si -0.23 2.10 3.24  0.27
C 1.51 2.65 3.57  -1.03
C -0.72 0.98 4.62  -1.07
Ge -0.12 0.53 1.01  -0.48
Si 1.69 2.20 0.09  0.98
C 3.34 2.24 0.96  -1.44
C 0.84 3.85 0.11  -0.82
C 1.97 1.65 -1.67  -0.26
Si -2.28 -0.64 1.90  0.84
C -3.52 0.68 2.34  -0.49
C -2.03 -1.85 3.28  -1.41
C -2.93 -1.49 0.38  -0.55
H -1.46 4.09 3.77  0.55
H -2.41 3.15 2.64  0.31
H -1.03 4.13 2.07  0.34
H 1.56 2.84 4.64  0.54
H 1.79 3.57 3.06  0.32
H 2.25 1.88 3.36  0.27
H -0.59 1.58 5.53  0.55
H -0.05 0.13 4.72  0.25
H -1.75 0.63 4.62  0.33
H 3.45 3.16 1.53  0.54
H 4.11 2.23 0.19  0.53
H 3.54 1.41 1.63  0.34
H 0.99 4.40 1.04  0.41
H -0.23 3.76 -0.09  -0.39
H 1.27 4.45 -0.70  0.52
H 2.21 0.59 -1.75  -0.38
H 2.83 2.23 -2.03  0.59
H 1.12 1.85 -2.32  0.11
H -3.49 1.01 3.38  0.41
H -4.49 0.21 2.18  0.49
H -3.48 1.56 1.70  -0.39
H -1.25 -1.61 4.00  0.33
H -1.86 -2.85 2.90  0.43
H -2.98 -1.87 3.83  0.49
H -3.59 -0.84 -0.20  0.38
H -3.52 -2.35 0.71  0.60
H -2.15 -1.85 -0.29  -0.41
C -2.27 -0.88 -4.95  -0.84
O -1.84 -0.91 -3.56  -0.26
P -0.32 -0.67 -3.10  0.08
O -0.37 -1.80 -1.80  -0.82
C -0.89 -3.13 -2.11  -0.92
O 0.53 -1.59 -4.11  -0.37
C 1.45 -0.97 -5.05  -0.79
H -3.16 -1.50 -5.01  0.29
H -1.50 -1.29 -5.60  0.36
H -2.50 0.14 -5.23  0.26
H -0.13 -3.69 -2.65  0.18
H -1.78 -3.03 -2.71  0.38
H -1.14 -3.61 -1.17  0.36
H 0.92 -0.32 -5.74  0.42
H 1.90 -1.78 -5.61  0.28
H 2.21 -0.41 -4.52  0.29

- E_HOMO (eV) = -16.51
- HOMO-LUMO gap (eV) = 7.27
- lowest unoccupied orbital energy (eV) = -9.23
- strongest force on any atom (eV/Å) = 0.6
- net charge = +3

[2]
Computed, not measured: a cluster of 3 separate species, C26H59NO10P3 in total at a distorted geometry, with wB97M-V/def2-TZVPD.

Each line ends with the Mulliken spin population.
Atoms and positions in Å:
C 0.25 -2.74 0.84  0.00
C 0.43 -3.32 -0.57  0.00
P 1.99 -2.80 -1.41  0.00
C 2.41 -4.15 -2.62  0.00
C 1.33 -5.21 -2.91  0.00
C 1.85 -1.19 -2.37  -0.03
O 1.04 -1.20 -3.57  0.00
C -0.19 -1.87 -3.54  0.00
C -1.34 -1.17 -2.80  0.00
C -1.41 0.32 -3.18  0.00
C -2.63 -1.95 -3.16  0.00
C -3.94 -1.30 -2.65  0.00
C -4.65 -0.62 -3.85  0.00
C -4.89 -2.42 -2.14  0.00
C 3.27 -0.92 -2.92  0.03
C 4.26 -0.13 -2.03  0.03
C 5.25 0.58 -2.98  -0.01
C 5.13 -1.08 -1.17  0.02
N 3.62 0.94 -1.23  0.36
O 3.35 1.99 -1.93  0.56
C 2.42 0.52 -0.44  -0.03
C 2.77 -0.30 0.80  0.02
C 1.78 1.82 0.12  -0.01
C 1.38 -0.08 -1.40  0.11
H -0.46 -3.37 1.38  0.00
H 1.18 -2.78 1.40  0.00
H -0.18 -1.73 0.85  0.00
H -0.49 -3.15 -1.14  0.00
H 0.51 -4.40 -0.46  0.00
H 2.69 -3.68 -3.57  0.00
H 3.29 -4.65 -2.21  0.00
H 1.45 -6.09 -2.28  0.00
H 0.31 -4.85 -2.77  0.00
H 1.41 -5.57 -3.94  0.00
H -0.11 -2.91 -3.20  0.00
H -0.51 -1.93 -4.58  0.00
H -1.23 -1.26 -1.72  0.00
H -0.56 0.66 -3.75  0.00
H -1.43 0.92 -2.26  0.00
H -2.32 0.58 -3.73  0.00
H -2.50 -2.94 -2.73  0.00
H -2.68 -2.07 -4.25  0.00
H -3.75 -0.59 -1.86  0.00
H -3.95 -0.26 -4.60  0.00
H -5.30 -1.33 -4.35  0.00
H -5.28 0.21 -3.53  0.00
H -4.48 -3.41 -2.34  0.00
H -5.03 -2.35 -1.06  0.00
H -5.87 -2.37 -2.61  0.00
H 3.72 -1.89 -3.11  0.00
H 3.18 -0.45 -3.90  0.00
H 4.70 1.04 -3.80  0.00
H 5.94 -0.13 -3.42  0.00
H 5.75 1.40 -2.46  0.00
H 5.39 -0.56 -0.24  -0.02
H 4.64 -2.02 -0.94  0.00
H 6.08 -1.25 -1.67  0.00
H 3.24 -1.26 0.59  0.00
H 1.91 -0.41 1.45  0.00
H 3.50 0.28 1.37  -0.02
H 2.55 2.52 0.44  -0.01
H 1.08 2.27 -0.57  0.02
H 1.23 1.55 1.02  0.00
H 0.51 -0.40 -0.84  0.00
H 1.05 0.75 -2.03  -0.04
C 0.76 0.61 8.23  0.00
O -0.13 0.40 7.12  0.00
P 0.30 0.76 5.63  0.00
O -0.47 1.90 5.11  0.00
O -0.11 -0.63 4.95  0.00
C -1.50 -0.94 4.82  0.00
O 1.78 0.68 5.10  0.00
C 2.70 1.74 5.45  0.00
H 0.24 0.30 9.13  0.00
H 1.67 0.01 8.12  0.00
H 1.02 1.67 8.32  0.00
H -2.10 -0.04 4.73  0.00
H -1.83 -1.52 5.69  0.00
H -1.61 -1.55 3.92  0.00
H 2.64 2.01 6.50  0.00
H 2.48 2.62 4.83  0.00
H 3.70 1.38 5.23  0.00
C -2.42 3.48 3.11  0.00
O -2.55 3.40 1.68  0.00
P -3.40 4.39 0.78  0.00
O -4.56 3.73 0.18  0.00
O -2.24 4.75 -0.28  0.00
C -1.84 3.68 -1.14  0.00
O -3.65 5.89 1.21  0.00
C -4.63 6.13 2.24  0.00
H -1.78 2.65 3.41  0.00
H -1.94 4.41 3.41  0.00
H -3.39 3.38 3.60  0.00
H -2.67 3.00 -1.33  0.00
H -1.02 3.13 -0.67  0.00
H -1.49 4.10 -2.08  0.00
H -4.51 5.45 3.08  0.00
H -5.63 6.03 1.82  0.00
H -4.48 7.15 2.59  0.00

- spin multiplicity = 2
- E_HOMO (alpha / beta) (eV) = -7.86 / -7.87
- HOMO-LUMO gap (alpha / beta) (eV) = 8.29 / 8.29
- lowest unoccupied orbital energy (alpha / beta) (eV) = 0.42 / 0.41
- strongest force on any atom (eV/Å) = 3.8
- net charge = 0